# 1
ORCA calculation (wB97M-V/def2-TZVPD) on a structure of composition C34H26F9NOP2Pt.

Structure (XYZ):
```
74
Properties=species:S:1:pos:R:3:forces:R:3
Pt -0.361761 -0.124170 -0.111175 -0.1784 -0.1778 -0.8075
C 0.975438 2.455306 -2.097232 0.0822 -0.1130 -0.0619
P -0.724315 3.110663 -2.505292 -0.0949 0.1095 0.1092
C -1.055002 2.507253 -4.190209 -0.0584 -0.1108 -0.0877
C -1.385163 3.469694 -5.142724 0.0614 0.0265 -0.0506
C -1.652264 3.113958 -6.459615 0.0430 0.0092 0.0609
C -1.587916 1.783056 -6.836300 -0.0044 -0.0323 0.0145
C -1.266656 0.811714 -5.895097 -0.0296 0.0020 -0.0212
C -1.008877 1.166251 -4.581954 0.0254 0.0249 0.0294
C -1.809309 2.061172 -1.458212 0.0331 0.0644 -0.0597
C -1.597264 2.135033 -0.072202 -0.1600 0.4000 0.1261
C -2.460421 1.506726 0.827073 -0.0349 0.0851 -0.1307
C -3.548254 0.784817 0.343635 -0.0496 0.0374 -0.0926
C -3.782494 0.730597 -1.024751 0.0190 -0.0887 0.0889
C -2.922279 1.357219 -1.917086 0.1047 0.0100 -0.0526
C 1.324207 1.050210 -2.446363 -0.1388 0.0873 0.3108
C 2.038333 0.575972 -3.510305 0.0906 -0.3357 -0.1366
C 2.013798 -0.858915 -3.442274 0.1488 0.3136 -0.0055
C 1.306251 -1.180337 -2.321639 -0.4023 0.0732 0.1710
C 0.913396 -2.488499 -1.702374 0.0383 -0.0300 -0.2898
P -0.761000 -2.269685 -1.000860 0.2057 -0.0315 0.6794
C -1.938623 -2.731276 -2.295897 -0.0309 0.0674 -0.0025
C -3.198002 -3.200779 -1.920667 -0.0483 0.0491 -0.0369
C -4.119944 -3.576009 -2.884305 0.0528 0.0252 0.0162
C -3.787871 -3.492860 -4.229905 -0.0126 -0.0129 -0.0107
C -2.538159 -3.026107 -4.607155 0.0422 0.0719 -0.0133
C -1.615414 -2.630866 -3.647338 -0.0377 -0.0511 0.0062
C -0.975832 -3.566229 0.246236 0.0417 -0.2011 -0.1709
C -1.389814 -3.259599 1.534943 -0.0307 0.0353 0.0904
C -1.527725 -4.271693 2.478934 -0.0067 0.0111 -0.0222
C -1.252648 -5.585511 2.139452 0.0051 0.0115 -0.0490
C -0.839697 -5.899926 0.848044 -0.0163 0.0249 0.0581
C -0.706546 -4.895287 -0.092598 -0.0072 0.0038 -0.0413
N 0.854500 -0.018425 -1.708730 0.2346 -0.0827 -0.3556
H 1.113433 2.642329 -1.028309 -0.0048 -0.0044 0.0171
H 1.660420 3.131519 -2.612235 -0.0031 0.0022 0.0015
H -1.421839 4.512250 -4.849876 -0.0273 -0.0002 0.0184
H -1.902705 3.876208 -7.185553 -0.0086 0.0053 -0.0029
H -1.789721 1.497933 -7.860807 0.0000 -0.0024 -0.0089
H -1.215955 -0.228130 -6.188364 -0.0066 -0.0575 -0.0083
H -0.767704 0.398000 -3.858280 0.0108 -0.0340 0.0312
H -0.829089 2.801096 0.307801 0.0668 -0.1097 0.0722
H -2.296059 1.625273 1.889167 0.0437 -0.1302 0.0111
H -4.224121 0.299020 1.034752 -0.0079 -0.0133 0.0056
H -4.636493 0.184922 -1.405209 -0.0147 -0.0031 0.0008
H -3.117453 1.300725 -2.980219 -0.0311 -0.0053 0.0033
H 2.513777 1.180418 -4.267031 -0.0180 -0.0094 -0.0193
H 2.488712 -1.553726 -4.116844 0.0099 0.0120 -0.0190
H 1.547370 -2.748175 -0.850062 0.0451 0.0101 0.0092
H 0.957752 -3.303401 -2.427109 0.0077 -0.0138 0.0257
H -3.452961 -3.287076 -0.871507 0.0117 0.0008 0.0209
H -5.092265 -3.943570 -2.584052 -0.0065 -0.0046 0.0001
H -4.501665 -3.798265 -4.983627 -0.0019 0.0035 -0.0062
H -2.276600 -2.971775 -5.655641 0.0052 0.0225 -0.0197
H -0.642823 -2.261811 -3.951115 0.0140 0.0258 -0.0008
H -1.565352 -2.230859 1.824600 0.0011 -0.0167 -0.0649
H -1.833927 -4.021670 3.485915 -0.0106 -0.0002 0.0044
H -1.353399 -6.368822 2.879056 -0.0023 -0.0083 0.0109
H -0.621525 -6.925444 0.580807 0.0000 -0.0040 -0.0080
H -0.393623 -5.144963 -1.100265 0.0003 0.0058 -0.0103
F 1.394921 -2.412375 2.237310 0.0397 0.0184 -0.0295
C 1.895836 -1.184774 2.402468 -0.1426 0.1164 -0.1320
F 2.486448 -0.839829 1.248233 -0.0066 -0.0192 0.0460
F 2.845552 -1.249657 3.338105 0.0170 -0.0234 0.0488
C 0.752106 -0.172875 2.755406 -0.1828 0.0115 0.0402
O -0.301875 -0.261156 1.905909 0.1766 0.0098 0.6085
C 1.323070 1.282374 2.773792 -0.0416 -0.0963 0.0072
F 1.688707 1.662844 1.540638 -0.0115 -0.0113 -0.0050
F 0.385212 2.145862 3.181990 0.0297 0.0208 -0.0302
F 2.383728 1.417339 3.573450 0.0426 0.0341 -0.0020
C 0.159806 -0.521003 4.157815 0.0787 0.0345 -0.0048
F -0.298884 -1.779659 4.158051 0.0683 0.0143 0.0916
F -0.876607 0.273257 4.440721 0.0406 -0.0552 0.0311
F 1.050423 -0.404121 5.149757 -0.0682 -0.0010 0.0034
```
Forces are in eV/Å.

<S²>: 2.0087
Frontier orbital gap (spin up / spin down): 7.811 / 6.183 eV
Spin multiplicity: 3
LUMO (spin up / spin down): 0.019 / -0.052 Eh
E_tot: -3142.0622 Ha
ΔE to the lowest compared entry with this formula, charge and spin: 0.0 kJ/mol
Net charge: 0

=====

# 2
ORCA calculation (wB97M-V/def2-TZVPD) on a structure of composition C34H27AsN2O2S4SeTc.

Structure (XYZ):
```
72
Properties=species:S:1:pos:R:3:forces:R:3
Tc -0.867509 -0.691927 0.002814 0.1755 0.1693 -0.1182
O -0.609936 -0.605225 1.762474 -0.1647 0.0453 0.0123
C 0.235816 -0.393324 2.897774 -0.1059 -0.1259 -0.2010
C 1.630690 -0.806884 2.411550 0.0347 0.0962 0.0517
C 2.148198 -0.256627 1.105082 0.0223 -0.0318 0.0953
C 3.418269 0.301708 1.087653 -0.0244 -0.0404 -0.0604
C 4.019827 0.598713 -0.120487 -0.0768 -0.0406 0.0165
C 3.346555 0.270922 -1.281123 -0.0334 -0.0379 0.0183
C 2.067980 -0.265110 -1.211305 0.0064 -0.0557 -0.1373
C 1.422650 -0.807319 -2.462076 0.0529 0.0562 -0.1318
C 0.085075 -0.197067 -2.897475 -0.1608 -0.1716 0.2990
O -0.765019 -0.370279 -1.746485 -0.0632 0.0021 0.0023
C -0.528757 -1.012632 -4.029279 0.0869 0.0197 -0.0478
C 0.210653 -1.200637 -5.192976 -0.0090 0.0419 -0.0178
C -0.324281 -1.909634 -6.255100 0.0231 0.0083 0.0039
C -1.605543 -2.432815 -6.166684 -0.0337 -0.0145 0.0012
C -2.347783 -2.237431 -5.014009 -0.0189 -0.0297 -0.0263
C -1.815003 -1.528139 -3.947134 0.0184 -0.0187 0.0795
C 0.067726 1.280040 -3.240974 0.1707 0.0825 -0.1495
C 1.224566 2.016438 -3.452581 -0.0730 0.0027 0.0492
C 1.149636 3.357874 -3.806329 0.0035 0.0140 0.0077
C -0.081989 3.970908 -3.953112 0.0048 0.0380 -0.0106
C -1.244290 3.233230 -3.769514 -0.0076 0.0111 -0.0244
C -1.168353 1.895297 -3.430952 0.0305 -0.0774 -0.0280
N 1.452983 -0.465790 -0.030573 -0.0671 0.1608 0.0528
C -0.212554 -1.376286 3.969767 0.1750 0.0334 0.1085
C 0.542978 -1.475591 5.136172 -0.0136 0.0267 0.0231
C 0.182856 -2.368527 6.130460 -0.0097 0.0008 -0.0144
C -0.936234 -3.174203 5.967150 0.0089 0.0004 0.0093
C -1.686781 -3.077378 4.808503 -0.0268 -0.0378 0.0237
C -1.329414 -2.181614 3.809494 -0.0007 -0.0022 -0.0749
C 0.054086 1.063499 3.312461 0.1089 0.0392 0.0216
C -0.775289 1.390895 4.381623 -0.1041 0.0002 -0.0443
C -0.998886 2.717428 4.723681 -0.0142 -0.0251 0.0037
C -0.395115 3.737102 4.004821 0.0209 0.0153 -0.0203
C 0.431957 3.422768 2.936812 -0.0301 0.0379 0.0097
C 0.651489 2.097787 2.593959 0.0382 -0.0301 0.0665
H 1.597882 -1.894129 2.295264 -0.0020 0.0023 0.0061
H 2.360222 -0.594906 3.192366 -0.0397 0.0186 -0.0112
H 3.929912 0.469013 2.024132 0.0229 0.0091 0.0198
H 5.010382 1.030552 -0.155990 0.0162 0.0061 -0.0031
H 3.816081 0.395026 -2.245612 0.0092 0.0207 -0.0342
H 1.228971 -1.870952 -2.297056 -0.0092 0.0202 -0.0046
H 2.140988 -0.747252 -3.278375 -0.0406 0.0396 -0.0035
H 1.202577 -0.776866 -5.289928 0.0198 0.0171 0.0095
H 0.259802 -2.049698 -7.154064 0.0128 -0.0039 -0.0170
H -2.023283 -2.988670 -6.994352 -0.0100 -0.0091 -0.0166
H -3.348080 -2.640799 -4.937603 -0.0215 -0.0081 -0.0016
H -2.408168 -1.389304 -3.052926 0.0069 0.0083 0.0145
H 2.196354 1.559534 -3.361188 0.0893 -0.0695 0.0297
H 2.059370 3.918590 -3.971342 0.0167 0.0160 -0.0051
H -0.139911 5.014729 -4.228462 -0.0002 0.0231 -0.0036
H -2.210817 3.698812 -3.907356 -0.0158 0.0117 -0.0072
H -2.073903 1.309076 -3.333191 0.0043 -0.0186 -0.0294
H 1.407011 -0.838967 5.286586 0.0077 0.0207 -0.0175
H 0.774168 -2.434185 7.033174 0.0145 -0.0025 0.0188
H -1.217720 -3.874643 6.740767 -0.0097 -0.0171 0.0179
H -2.556396 -3.704910 4.671994 -0.0271 -0.0182 -0.0032
H -1.923269 -2.125492 2.907518 0.0023 0.0041 -0.0068
H -1.258598 0.608717 4.949410 0.0036 -0.0264 0.0202
H -1.644532 2.949598 5.559584 -0.0108 0.0076 0.0185
H -0.563605 4.769709 4.276739 -0.0075 0.0308 0.0077
H 0.905593 4.209160 2.364847 0.0186 0.0150 -0.0069
H 1.295217 1.890470 1.752788 0.0616 -0.0383 -0.0577
S -3.022457 2.240669 -0.908620 -0.0366 0.0159 0.0946
As -3.021778 2.260626 1.310890 -0.0845 0.0174 0.0209
S -3.112902 -1.047079 0.250783 0.0573 -0.0311 0.1271
S -1.199495 1.848721 0.040138 0.1213 0.0725 0.0532
S -3.669656 0.187749 1.790192 -0.0744 -0.0224 -0.0297
Se -0.371548 -5.514636 -0.107049 -0.0325 0.1782 0.0008
C -0.510113 -3.784665 -0.122713 0.0880 -0.1453 0.0090
N -0.559574 -2.603757 -0.135457 -0.0947 -0.3071 -0.0585
```
Forces are in eV/Å.

Frontier orbital gap (spin up / spin down): 5.663 / 5.662 eV
LUMO (spin up / spin down): -0.180 / -0.180 Eh
E_tot: -7882.4392 Ha
Net charge: +1

=====

# 3
ORCA calculation (wB97M-V/def2-TZVPD) on a structure of composition C34H27BrHgN4P.

Structure (XYZ):
```
68
Properties=species:S:1:pos:R:3:forces:R:3
Hg -1.201751 -0.481426 -1.324254 -0.1484 0.1410 -0.2603
Br -0.863451 2.625074 0.892446 -0.3281 0.1705 -0.0136
C -2.489051 3.482374 0.372446 0.4569 0.2834 0.0515
C -2.455651 4.824674 0.095846 0.1889 -0.3995 0.0703
C -3.629551 5.487974 -0.288654 -0.3355 -0.0057 -0.0497
C -4.812251 4.807874 -0.361054 0.0806 0.1957 -0.0030
C -4.876151 3.428074 -0.072854 0.3490 -0.0065 0.0679
C -6.097751 2.725674 -0.135954 -0.1397 -0.3777 0.0176
C -6.149951 1.371974 0.096246 -0.4538 0.1984 -0.1363
C -4.965651 0.737474 0.420146 0.2492 0.4758 0.1144
C -3.770351 1.341574 0.555046 0.2063 -0.3156 0.1193
C -3.684751 2.735174 0.287646 -0.3278 -0.0902 0.0090
H -1.527551 5.372274 0.168946 0.0638 -0.0411 0.0068
H -3.591351 6.541674 -0.526254 0.0050 0.0450 0.0213
H -5.720651 5.320174 -0.643154 -0.0845 0.0478 -0.0396
H -7.002651 3.271774 -0.366054 -0.0483 0.0274 -0.0800
H -7.082751 0.830774 0.033546 -0.1115 0.0052 -0.0161
H -2.895151 0.789674 0.865646 0.1334 -0.0159 -0.0543
N -3.605851 -4.442126 0.063946 0.3411 -0.0616 -0.0374
C -4.722551 -3.675526 0.247046 -0.3632 0.2381 0.1132
C -4.271551 -2.400326 0.444046 -0.4347 -0.2414 -0.0625
N -2.920951 -2.370426 0.376646 0.7286 -0.1351 0.1284
C -2.529751 -3.603526 0.146446 -0.7869 0.3685 0.1579
C -1.165351 -4.008926 -0.012754 0.8052 -0.2336 -0.1196
N -0.161051 -3.195926 -0.244254 -0.7976 0.2405 0.1103
C 0.940549 -3.970126 -0.360654 0.1486 -0.5076 0.0308
C 0.611849 -5.285226 -0.188454 0.3808 -0.0005 -0.0756
N -0.736651 -5.304726 0.030546 -0.3145 0.0308 0.0266
H -3.598751 -5.425226 -0.151954 -0.0210 0.1344 -0.0184
H -5.707151 -4.097226 0.227146 -0.1541 -0.0512 -0.0072
H -4.818651 -1.485526 0.617946 -0.1520 -0.1868 0.0059
H 1.894949 -3.533226 -0.574554 0.2631 -0.0233 -0.0167
H 1.200349 -6.179626 -0.192554 0.0997 -0.1581 -0.0263
H -1.290351 -6.122726 0.223146 0.1029 0.0756 0.0257
C 6.298949 -2.211626 -0.496154 0.0781 -0.0048 -0.0161
C 5.401649 -2.631326 0.473946 0.0686 -0.0992 0.0712
C 4.119449 -2.119626 0.493946 -0.0788 0.0092 -0.0380
C 3.713549 -1.171226 -0.445154 -0.1360 -0.1328 -0.1386
C 4.619249 -0.757726 -1.414754 -0.1169 0.0543 0.0354
C 5.904349 -1.272726 -1.433354 0.1907 -0.0787 -0.0491
P 1.946149 -0.652726 -0.371254 0.5553 0.3982 0.0419
C 2.036249 0.879374 -1.373554 -0.0872 -0.2052 0.0287
C 1.949649 0.678174 -2.750354 -0.0017 0.0675 0.0652
C 1.978449 1.749274 -3.621654 0.0308 0.0139 -0.1171
C 2.069349 3.039174 -3.123354 0.0014 0.0874 -0.0460
C 2.138349 3.247074 -1.757054 0.0053 0.1949 0.0127
C 2.125349 2.174174 -0.879854 -0.0315 -0.1118 -0.1197
C 1.993249 0.018674 1.328646 -0.0656 -0.0787 -0.1737
C 0.875549 -0.151826 2.134046 0.0155 -0.0459 -0.1003
C 0.870949 0.344474 3.426746 -0.0961 0.0326 0.2284
C 1.976749 1.017174 3.917146 -0.1325 0.0327 0.0923
C 3.093849 1.190174 3.115946 0.1727 0.0823 0.0103
C 3.109249 0.684374 1.829946 -0.0534 0.0575 0.1385
H 7.299149 -2.618726 -0.519954 0.0890 -0.0056 0.0010
H 5.705549 -3.360026 1.213346 0.0020 -0.0344 0.0345
H 3.415749 -2.443926 1.251646 0.0113 -0.0482 0.0665
H 4.326349 -0.024926 -2.154354 0.0190 0.0217 0.0047
H 6.604349 -0.939226 -2.186354 0.0414 0.0294 -0.0641
H 1.854449 -0.333026 -3.124754 -0.0514 -0.0614 -0.0992
H 1.919449 1.589074 -4.687954 -0.0269 -0.0545 -0.0942
H 2.072549 3.879874 -3.803854 0.0135 0.0435 -0.0043
H 2.194749 4.256474 -1.370654 -0.0012 0.0215 0.0352
H 2.158149 2.350874 0.184146 0.0465 0.0346 0.0631
H 0.015549 -0.677226 1.737446 -0.0790 -0.0528 0.0039
H 0.003449 0.204874 4.055246 -0.0884 0.0030 0.0341
H 1.967349 1.415674 4.922346 -0.0059 -0.0063 0.0540
H 3.952949 1.725174 3.497146 0.0622 0.0025 0.0185
H 3.987249 0.809374 1.211246 0.0480 0.0068 -0.0395
```
Forces are in eV/Å.

<S²>: 0.7603
Frontier orbital gap (spin up / spin down): 7.411 / 6.881 eV
Spin multiplicity: 2
LUMO (spin up / spin down): 0.012 / -0.007 Eh
E_tot: -4599.5837 Ha
Net charge: 0